No. 1
The following is a DFT calculation (ωB97M-V with the def2-TZVPD basis set) of 4 unconnected molecules or ions with the total composition C14H25Br2N3 in a non-equilibrium geometry.

Each line ends with the natural charge from an NBO analysis.
Cartesian coordinates (Å):
Br1 3.6767 4.9425 -1.6035  0.012
C1 2.9628 5.2208 0.2064  -0.459
C2 2.9861 6.6908 0.6894  -0.434
Br2 2.0971 7.0870 2.4682  -0.026
H1 3.4536 4.5039 0.8646  0.234
H2 1.9155 4.9273 0.2772  0.221
H3 2.6804 7.4219 -0.0591  0.229
H4 3.9790 7.1402 0.7110  0.222
C3 5.2313 -0.1084 -4.5741  -0.627
C4 5.7232 -1.3685 -3.9058  -0.372
C5 4.8344 -1.6902 -2.6050  -0.517
C6 4.6956 -0.6365 -1.6116  0.287
N1 4.6173 0.2283 -0.8423  -0.339
H5 5.5456 -0.2195 -5.6119  0.213
H6 5.8707 0.7294 -4.2959  0.216
H7 4.1810 0.1656 -4.4747  0.220
H8 6.7953 -1.3385 -3.7114  0.214
H9 5.5957 -2.1584 -4.6460  0.207
H10 5.1595 -2.5301 -1.9910  0.250
H11 3.8142 -1.8532 -2.9525  0.248
C7 -4.8654 -3.0419 3.8275  -0.621
C8 -4.1269 -4.3350 3.3224  -0.385
C9 -4.8804 -4.9939 2.1450  -0.511
C10 -4.9164 -4.2729 0.8456  0.288
N2 -4.9188 -3.7987 -0.2393  -0.339
H12 -5.8453 -3.1499 4.2926  0.214
H13 -5.0077 -2.3880 2.9671  0.208
H14 -4.1751 -2.4382 4.4168  0.219
H15 -4.1168 -5.1286 4.0694  0.208
H16 -3.0638 -4.1360 3.1871  0.223
H17 -5.9499 -5.0003 2.3553  0.244
H18 -4.6512 -6.0554 2.0517  0.254
C11 -2.2520 2.1374 1.2933  -0.639
C12 -3.0393 0.9240 0.7297  -0.398
C13 -2.6354 0.4054 -0.6943  -0.515
C14 -1.4856 -0.5448 -0.7332  0.294
N3 -0.5859 -1.2935 -0.7185  -0.333
H19 -1.2960 2.4843 0.9011  0.222
H20 -2.1264 2.0513 2.3726  0.216
H21 -2.7695 3.0957 1.2487  0.209
H22 -4.1028 1.0184 0.9493  0.223
H23 -2.9565 0.1023 1.4411  0.214
H24 -2.4888 1.2731 -1.3374  0.245
H25 -3.5591 -0.0691 -1.0256  0.260

Cartesian forces (eV/Å) of the 2 atoms listed first:
-0.370 0.377 0.783
-0.970 0.488 1.062

Properties
molecular weight: 395.2 u
max |F|: 4.03 eV Å⁻¹
electronic energy: -159476.0374 eV
gap between HOMO and LUMO: 10.82 eV
HOMO: -10.326 eV
SMILES: BrCCBr.CCCC#N.CCCC#N.CCCC#N
relative energy (zero: lowest compared OMol25 entry of this formula, charge and spin): 48.70 kcal per mole
LUMO energy: 0.0181 Eh

***

No. 2
The following is a DFT calculation (ωB97M-V with the def2-TZVPD basis set) of a molecular structure, C22H32N2O4 in a non-equilibrium geometry.

Each line ends with the natural charge from an NBO analysis.
Cartesian coordinates (Å):
C1 -3.6914 -3.3344 0.7235  -0.586
C2 -4.4442 -2.1962 1.1666  -0.079
H1 -5.4944 -2.3011 0.9449  0.191
H2 -4.4128 -2.1073 2.2280  0.172
O1 -4.3270 -1.1455 0.3520  -0.469
C3 -3.2504 -0.3751 0.7993  0.313
C4 -2.3691 -0.7021 1.9121  -0.280
C5 -1.1613 0.2174 1.7871  -0.137
C6 -0.9519 1.2944 0.9714  0.019
C7 -1.7792 1.5362 0.0581  -0.293
C8 -3.0187 1.0186 -0.0819  0.283
O2 -4.0089 1.1198 -1.1582  -0.463
C9 -3.8177 1.9952 -1.9826  0.006
C10 -4.2409 3.5335 -1.0969  -0.629
H3 -5.2644 3.2953 -0.8383  0.185
H4 -3.6403 3.6438 -0.2029  0.200
H5 -4.2464 4.1184 -1.7765  0.160
H6 -4.5799 1.9147 -2.6004  0.176
H7 -2.7338 2.4026 -2.3650  0.154
H8 -1.6387 2.4696 -0.4534  0.267
N1 0.2427 1.9847 1.1539  -0.602
C11 0.6743 3.0932 0.6577  0.647
O3 0.2273 3.6889 -0.3535  -0.656
C12 2.1867 3.3555 1.0568  -0.238
N2 3.0873 2.4308 0.0683  -0.411
C13 3.3199 1.1378 1.0009  0.716
O4 2.7806 0.8293 2.1391  -0.647
C14 3.9504 0.1003 0.3161  -0.565
H9 4.1696 -0.7671 1.2521  0.241
C15 2.9091 -0.8214 -0.4570  -0.165
H10 2.4182 0.0654 -1.2371  0.179
C16 1.7590 -1.5144 0.1793  -0.212
H11 1.5443 -0.9078 1.2270  0.236
C17 2.3549 -3.0129 0.4874  -0.414
H12 1.6363 -3.6427 0.9664  0.215
H13 3.3445 -2.6888 1.1189  0.195
C18 2.6172 -3.1250 -1.1542  -0.250
H14 3.0145 -4.0746 -0.9948  0.250
C19 3.4597 -1.8960 -1.3384  -0.428
H15 3.3481 -1.6062 -2.3298  0.223
H16 4.5910 -2.2089 -0.8999  0.204
C20 1.0444 -2.8192 -1.3077  -0.367
H17 1.1202 -2.6228 -2.5602  0.183
H18 0.5371 -3.9431 -1.4627  0.235
C21 0.5088 -1.7305 -0.6981  -0.491
H19 0.4428 -0.9736 -1.1871  0.215
H20 -0.1578 -2.2637 -0.0117  0.238
H21 4.9120 0.0916 -0.2026  0.262
C22 3.5128 2.6018 -1.1588  -0.411
H22 3.8841 1.7313 -1.4319  0.212
H23 4.1641 3.4353 -1.1379  0.185
H24 2.6251 2.7593 -1.7141  0.212
H25 2.5669 3.3698 1.8679  0.178
H26 2.6097 4.1855 0.5640  0.213
H27 1.0348 1.5298 2.0603  0.477
H28 -0.3951 0.0518 2.9030  0.198
H29 -2.4625 -1.4638 2.3490  0.165
H30 -4.1020 -4.2549 1.1873  0.211
H31 -2.6574 -3.0479 0.8350  0.197
H32 -3.7519 -3.4543 -0.1396  0.184

Cartesian forces (eV/Å) of the 2 atoms listed first:
1.854 -0.176 12.079
-4.648 -2.201 0.449

Properties
molecular weight: 388.5 u
max |F|: 19.06 eV Å⁻¹
electronic energy: -34480.4847 eV
gap between HOMO and LUMO: 8.19 eV
HOMO: -7.604 eV
relative energy (zero: lowest compared OMol25 entry of this formula, charge and spin): 595.51 kcal per mole
LUMO energy: 0.0214 Eh

***

No. 3
The following is a DFT calculation (ωB97M-V with the def2-TZVPD basis set) of a molecular structure, C50H45CrN10O2S4 in a non-equilibrium geometry.

Each line ends with the Mulliken spin population.
Cartesian coordinates (Å):
Cr1 1.5802 1.8315 2.1712  1.595
O1 -3.2400 0.8866 4.1845  -0.002
C1 -2.5170 -0.0849 4.7734  -0.016
C2 -3.1875 -0.9580 5.6304  0.008
C3 -2.5161 -2.0094 6.2218  -0.010
C4 -1.1577 -2.2134 5.9776  0.002
C5 -0.4857 -1.3364 5.1513  -0.008
C6 -1.1430 -0.2622 4.5439  0.011
C7 -0.3854 0.6175 3.6392  -0.012
O2 0.8905 0.5188 3.5528  -0.068
N1 -1.0803 1.4379 2.8506  -0.073
N2 -0.2183 2.0518 2.0132  -0.392
C8 -0.7286 2.6419 0.8116  -0.027
C9 0.3154 3.6594 0.3875  0.008
C10 0.0218 4.7175 -0.4504  -0.013
C11 1.0493 5.5558 -0.8548  0.011
C12 2.3366 5.2959 -0.4119  -0.008
C13 2.5406 4.2232 0.4359  0.025
N3 1.5583 3.4141 0.8395  -0.048
H1 -2.6578 1.3454 3.5387  -0.003
H2 -4.2411 -0.7889 5.8073  0.000
H3 -3.0530 -2.6804 6.8794  -0.001
H4 -0.6382 -3.0413 6.4393  0.000
H5 0.5707 -1.4624 4.9546  0.003
H6 -1.7134 3.1035 0.9433  0.000
H7 -0.9981 4.8771 -0.7753  0.000
H8 0.8484 6.4001 -1.5002  0.000
H9 3.1676 5.9234 -0.6999  0.000
H10 3.5292 4.0018 0.8172  0.001
N4 -0.7109 1.6307 -0.2585  0.025
S1 -1.8570 0.9254 -0.9202  -0.014
N5 -1.2685 0.2278 -2.2313  -0.001
S2 -0.3775 -1.0564 -2.0292  -0.001
N6 0.5163 -1.2191 -0.8076  0.004
S3 1.9232 -0.4979 -0.2776  0.058
N7 1.9228 0.5570 0.7091  -0.055
C14 2.6727 0.0398 -1.7993  -0.004
C15 2.2415 1.2830 -2.2512  0.000
C16 2.7880 1.7915 -3.4174  0.000
C17 3.7558 1.0683 -4.1064  0.000
C18 4.1798 -0.1656 -3.6361  0.000
C19 3.6335 -0.6962 -2.4740  0.002
C20 2.7950 -1.9848 0.1875  0.009
C21 2.4684 -3.2519 -0.2746  -0.003
C22 3.2349 -4.3369 0.1260  -0.001
C23 4.3190 -4.1499 0.9718  0.001
C24 4.6425 -2.8776 1.4235  0.000
C25 3.8793 -1.7901 1.0318  0.000
C26 -1.4515 -2.4686 -1.9991  0.001
C27 -1.3879 -3.3909 -0.9685  0.000
C28 -2.2368 -4.4885 -1.0121  0.000
C29 -3.1158 -4.6475 -2.0724  0.000
C30 -3.1687 -3.7054 -3.0947  0.000
C31 -2.3380 -2.6005 -3.0625  -0.001
C32 0.4378 -1.1853 -3.5924  0.002
C33 1.2178 -2.3197 -3.7883  0.000
C34 1.8108 -2.5121 -5.0223  0.000
C35 1.6184 -1.5824 -6.0373  0.000
C36 0.8396 -0.4543 -5.8236  0.000
C37 0.2353 -0.2460 -4.5925  0.001
C38 -3.1262 1.9901 -1.5236  0.000
C39 -2.9841 2.5564 -2.7847  0.000
C40 -3.8919 3.5249 -3.1797  0.000
C41 -4.9050 3.9256 -2.3167  0.000
C42 -5.0171 3.3687 -1.0505  0.000
C43 -4.1228 2.3913 -0.6398  0.000
C44 -2.6987 -0.3421 -0.0116  -0.009
C45 -1.9801 -0.9731 0.9924  -0.007
C46 -2.5710 -2.0311 1.6697  -0.001
C47 -3.8468 -2.4459 1.3227  0.000
C48 -4.5379 -1.8312 0.2818  -0.001
C49 -3.9649 -0.7747 -0.4022  -0.001
H11 1.4984 1.8316 -1.6825  0.004
H12 2.4681 2.7567 -3.7867  0.000
H13 4.1864 1.4742 -5.0117  0.000
H14 4.9389 -0.7197 -4.1709  0.000
H15 3.9598 -1.6591 -2.1042  0.001
H16 1.6233 -3.3925 -0.9280  0.002
H17 2.9819 -5.3303 -0.2186  0.000
H18 4.9148 -4.9984 1.2795  0.000
H19 5.4902 -2.7375 2.0804  0.000
H20 4.1050 -0.7890 1.3706  0.003
H21 -0.7175 -3.2311 -0.1368  0.000
H22 -2.2109 -5.2165 -0.2130  0.000
H23 -3.7691 -5.5089 -2.1042  0.000
H24 -3.8591 -3.8335 -3.9169  0.000
H25 -2.3687 -1.8608 -3.8523  0.000
H26 1.3535 -3.0412 -2.9935  0.000
H27 2.4199 -3.3890 -5.1930  0.000
H28 2.0787 -1.7416 -7.0030  0.000
H29 0.6952 0.2655 -6.6174  0.000
H30 -0.3755 0.6231 -4.4049  0.000
H31 -2.1866 2.2356 -3.4392  0.000
H32 -3.8117 3.9653 -4.1638  0.000
H33 -5.6105 4.6810 -2.6346  0.000
H34 -5.8052 3.6884 -0.3833  0.000
H35 -4.2046 1.9488 0.3444  0.001
H36 -0.9770 -0.6497 1.2229  0.024
H37 -2.0327 -2.5200 2.4714  0.000
H38 -4.3087 -3.2618 1.8626  0.000
H39 -5.5264 -2.1735 0.0082  0.000
H40 -4.4930 -0.2948 -1.2151  0.000
N8 3.7284 1.7339 2.9574  -0.003
N9 3.6285 1.6221 4.3787  -0.004
C50 2.6642 2.3670 4.9714  0.002
N10 2.4813 2.1777 6.2744  -0.001
S4 1.7942 3.5063 4.0870  -0.022
H41 4.3131 0.9670 2.6391  0.000
H42 4.2463 2.5936 2.7784  0.001
H43 3.8323 0.7059 4.7514  0.001
H44 3.0733 1.5793 6.8273  0.000
H45 1.7611 2.7053 6.7385  0.000

Cartesian forces (eV/Å) of the 2 atoms listed first:
0.065 0.326 1.008
-0.121 -0.127 0.110

Properties
molecular weight: 998.2 u
max |F|: 1.06 eV Å⁻¹
electronic energy: -143320.3201 eV
gap between HOMO and LUMO (spin up / spin down): 6.90 / 6.47 eV
charge: +2
2S+1: 2
HOMO (spin up / spin down): -11.497 / -11.063 eV
⟨S²⟩: 1.1073
relative energy (zero: lowest compared OMol25 entry of this formula, charge and spin): 6.43 kcal per mole
LUMO energy (spin up / spin down): -0.1690 / -0.1689 Eh